Entry from OMol25: C40H45GaNO2PSi2 as an isolated structure (the ωB97M-V functional and the def2-TZVPD basis).

```
92
Properties=species:S:1:pos:R:3:forces:R:3
Ga 0.674 0.594 -0.848 0.52 -0.03 0.06
O -1.306 -1.952 -0.478 0.07 0.06 0.08
C -1.473 -0.995 0.248 -0.03 0.00 -0.27
O -0.754 0.104 0.236 -0.15 -0.07 0.37
C -2.577 -0.956 1.285 0.08 -0.10 0.10
P -1.996 -0.344 2.936 -0.07 -0.01 -0.08
C -3.576 -0.518 3.858 -0.04 0.08 0.09
C -4.544 0.467 3.639 0.00 -0.04 0.02
C -5.739 0.462 4.342 0.02 -0.05 0.00
C -5.978 -0.519 5.297 0.01 0.03 -0.03
C -5.024 -1.497 5.528 0.02 -0.01 -0.04
C -3.832 -1.499 4.811 -0.03 -0.06 -0.04
C -1.043 -1.775 3.562 0.17 0.05 0.02
C -0.355 -1.587 4.766 0.00 -0.02 -0.04
C 0.445 -2.587 5.295 -0.02 -0.03 -0.04
C 0.585 -3.793 4.615 0.00 0.04 0.04
C -0.081 -3.987 3.416 -0.02 0.02 -0.03
C -0.890 -2.985 2.890 0.00 -0.02 0.01
H -3.034 -1.942 1.338 -0.13 0.03 0.03
H -3.334 -0.238 0.960 0.00 0.01 -0.04
H -4.356 1.251 2.911 0.00 0.00 0.03
H -6.480 1.229 4.153 0.01 0.00 0.00
H -6.903 -0.518 5.860 0.00 0.00 -0.01
H -5.206 -2.269 6.266 0.01 0.01 0.00
H -3.100 -2.276 4.994 -0.01 0.03 0.02
H -0.452 -0.641 5.290 0.02 -0.01 -0.02
H 0.970 -2.424 6.228 -0.02 0.00 -0.01
H 1.217 -4.574 5.019 -0.01 0.01 0.00
H 0.031 -4.920 2.878 0.00 0.02 0.00
H -1.383 -3.158 1.941 0.01 0.00 0.00
C 4.116 -0.968 1.910 0.11 0.00 0.17
Si 3.281 -0.877 0.240 -0.04 0.00 0.11
C 1.839 -2.057 0.340 -0.08 -0.05 -0.06
C 4.481 -1.542 -1.027 0.15 -0.08 -0.12
C 2.608 0.827 -0.179 -0.03 0.19 0.18
C 2.080 1.660 0.950 -0.08 0.01 -0.11
C 2.677 1.988 2.168 -0.01 -0.01 0.03
C 2.013 2.836 3.034 0.00 0.00 0.00
C 0.763 3.347 2.696 0.02 -0.04 0.06
C 0.216 2.971 1.489 0.00 -0.06 -0.11
N 0.868 2.169 0.645 -0.18 0.08 -0.08
Si 3.593 2.083 -1.241 0.01 -0.06 0.11
C 3.900 3.637 -0.234 0.03 0.07 0.17
C 2.711 2.715 -2.769 -0.17 -0.01 -0.07
C 5.286 1.478 -1.745 0.14 -0.06 -0.10
H 4.351 -2.019 2.109 0.04 0.05 0.01
H 3.448 -0.630 2.706 0.05 -0.07 -0.01
H 5.049 -0.400 1.969 -0.05 -0.01 0.00
H 2.169 -3.073 0.575 0.02 0.03 0.01
H 1.262 -2.111 -0.590 0.00 -0.04 0.07
H 1.155 -1.747 1.135 -0.06 -0.04 0.03
H 4.497 -2.633 -0.953 0.00 0.05 0.02
H 5.496 -1.178 -0.851 -0.04 -0.04 -0.04
H 4.208 -1.286 -2.051 0.00 -0.06 -0.01
H 3.652 1.593 2.413 -0.02 0.02 0.00
H 2.469 3.103 3.980 -0.01 -0.01 -0.02
H 0.216 3.995 3.365 0.01 0.00 -0.01
H -0.770 3.295 1.182 0.02 0.00 -0.02
H 2.974 4.094 0.127 0.06 0.02 -0.03
H 4.403 4.366 -0.876 0.00 -0.03 0.03
H 4.541 3.454 0.633 -0.03 0.03 -0.04
H 1.658 2.933 -2.568 0.02 0.03 -0.03
H 2.743 2.031 -3.617 0.01 0.03 0.02
H 3.188 3.654 -3.067 0.00 -0.03 0.00
H 5.874 1.178 -0.873 -0.01 0.02 -0.07
H 5.808 2.307 -2.234 -0.01 -0.04 0.03
H 5.262 0.642 -2.444 0.03 0.06 0.01
C 2.089 -1.590 -7.385 -0.03 0.03 0.02
C 1.090 -0.666 -7.095 0.03 0.00 0.04
C 0.891 -0.238 -5.791 0.01 0.01 -0.02
C 1.687 -0.728 -4.755 -0.03 0.01 0.09
C 2.704 -1.631 -5.063 0.03 -0.03 0.00
C 2.899 -2.068 -6.365 -0.02 0.01 0.01
C 1.520 -0.275 -3.353 -0.01 -0.09 -0.24
C 0.401 0.041 -2.695 -0.47 0.14 -0.18
C -0.983 -0.149 -3.191 0.11 0.07 -0.07
C -1.940 0.845 -2.997 0.01 0.02 -0.01
C -3.246 0.680 -3.438 0.01 -0.02 0.02
C -3.622 -0.502 -4.059 0.02 -0.01 0.00
C -2.684 -1.513 -4.231 0.01 0.01 0.02
C -1.379 -1.339 -3.802 -0.04 -0.06 -0.02
H 2.240 -1.925 -8.403 0.00 0.00 0.01
H 0.467 -0.275 -7.889 0.01 -0.01 0.02
H 0.117 0.487 -5.570 0.02 -0.04 -0.02
H 3.342 -2.002 -4.268 -0.02 0.00 -0.02
H 3.685 -2.779 -6.584 -0.01 0.01 0.01
H 2.460 -0.178 -2.814 0.06 0.01 -0.01
H -1.652 1.765 -2.498 -0.01 0.02 0.00
H -3.972 1.469 -3.286 0.02 0.00 0.00
H -4.642 -0.641 -4.395 0.02 0.00 0.01
H -2.976 -2.447 -4.696 0.01 0.00 0.00
H -0.655 -2.134 -3.925 -0.02 0.00 0.01
```
Positions in Å, forces in eV/Å.

Computed properties:
* energy above the lowest of the compared OMol25 structures with the same formula, charge and spin: 0.0 kcal/mol
* LUMO level: 0.41 eV
* Kohn-Sham gap: 8.43 eV
* HOMO level: -8.0234 eV



Entry from OMol25: C40H45N2O6SSi2Tc as an isolated structure (the ωB97M-V functional and the def2-TZVPD basis).

```
97
Properties=species:S:1:pos:R:3:forces:R:3
Tc -0.805 -1.310 0.562 0.29 -0.42 -0.17
O -3.409 -2.947 5.347 0.01 0.01 0.04
C -2.572 -2.259 4.508 0.21 -0.06 -0.01
C -3.125 -1.358 3.527 0.19 0.09 -0.13
C -2.270 -0.765 2.661 -0.14 0.01 0.12
N -0.898 -0.911 2.590 -0.28 -0.03 -0.03
C -0.354 -1.693 3.662 -0.09 -0.10 -0.08
C -1.245 -2.434 4.568 -0.29 0.04 -0.01
C 0.931 -1.898 3.893 0.38 0.16 0.18
O 2.006 -2.176 4.267 -0.15 -0.03 -0.14
O 1.816 -1.008 1.666 0.16 -0.01 -0.01
C -2.879 0.117 1.617 -0.21 0.06 0.00
O -4.042 0.197 1.338 0.11 0.00 0.11
O -1.936 0.889 0.937 -0.19 -0.10 0.07
H -4.319 -2.745 5.113 0.01 -0.02 -0.01
H -4.187 -1.181 3.441 -0.06 0.04 0.00
H -0.820 -3.133 5.273 0.04 -0.06 0.05
O -0.887 -1.057 -1.659 0.12 -0.05 0.04
S -0.361 -0.164 -2.758 -0.23 -0.14 -0.23
C 0.771 1.014 -2.000 -0.04 -0.06 0.04
C 1.719 1.650 -2.980 -0.10 0.11 0.01
C 2.069 2.987 -2.822 -0.02 -0.08 -0.11
C 2.961 3.590 -3.695 0.01 0.01 0.04
C 3.516 2.863 -4.736 0.00 0.00 -0.03
C 3.178 1.528 -4.893 0.01 0.01 -0.03
C 2.285 0.925 -4.022 0.05 -0.06 -0.05
C -1.813 0.893 -3.113 0.07 0.01 0.19
C -1.495 2.200 -3.768 0.08 -0.03 0.03
C -1.693 3.388 -3.077 0.06 0.02 0.02
C -1.357 4.603 -3.654 -0.01 0.05 0.04
C -0.813 4.637 -4.927 0.03 0.01 -0.04
C -0.623 3.455 -5.629 0.03 0.02 0.01
C -0.969 2.244 -5.056 0.03 -0.02 -0.02
H 1.303 0.402 -1.261 -0.16 -0.03 -0.05
H 0.175 1.747 -1.464 0.01 0.15 0.14
H 1.645 3.559 -2.011 -0.12 0.08 0.15
H 3.223 4.629 -3.558 0.01 0.06 0.00
H 4.209 3.333 -5.419 0.03 0.02 -0.02
H 3.611 0.949 -5.697 0.02 -0.03 -0.04
H 2.039 -0.120 -4.153 0.00 0.04 -0.03
H -2.274 1.019 -2.131 -0.03 0.03 -0.02
H -2.468 0.276 -3.730 0.06 -0.09 0.05
H -2.120 3.360 -2.083 -0.03 0.00 0.09
H -1.519 5.522 -3.105 0.00 0.01 0.00
H -0.539 5.582 -5.374 0.00 0.03 -0.02
H -0.198 3.476 -6.623 0.01 0.01 -0.05
H -0.817 1.324 -5.607 0.01 -0.05 -0.02
C -0.306 3.251 0.818 -0.10 -0.19 0.04
Si -1.814 2.484 1.589 0.22 0.11 -0.09
C -1.632 2.329 3.434 -0.04 0.00 -0.08
C -3.377 3.395 1.134 0.06 -0.13 0.04
H -0.050 4.149 1.380 0.04 0.08 0.06
H -0.476 3.554 -0.211 -0.04 0.04 -0.22
H 0.557 2.583 0.862 -0.02 0.00 -0.02
H -1.399 3.307 3.859 0.00 0.06 0.02
H -0.830 1.638 3.693 0.02 -0.01 -0.03
H -2.550 1.972 3.905 -0.02 -0.02 0.01
H -3.234 4.472 1.221 0.03 0.09 0.03
H -4.193 3.106 1.797 -0.04 -0.01 0.00
H -3.697 3.174 0.115 0.04 -0.01 -0.05
C 1.138 -4.113 -0.931 0.07 0.12 0.07
Si 2.143 -2.611 -0.444 0.03 -0.06 -0.01
C 2.757 -1.911 -2.092 -0.06 -0.05 0.18
C 3.579 -3.096 0.649 -0.10 0.04 -0.09
N 1.171 -1.413 0.415 -0.16 0.21 0.05
C 2.242 0.292 1.638 -0.08 0.02 0.13
C 2.994 0.811 0.591 -0.03 0.02 0.04
C 3.445 2.122 0.648 0.01 0.01 -0.05
C 3.163 2.919 1.747 0.02 0.02 0.07
C 2.419 2.394 2.795 0.06 0.01 -0.01
C 1.947 1.093 2.741 0.08 -0.09 -0.14
H 1.686 -4.681 -1.685 0.06 -0.06 -0.05
H 0.181 -3.817 -1.358 -0.05 0.03 -0.05
H 0.939 -4.773 -0.089 -0.03 -0.04 0.08
H 3.591 -2.515 -2.451 0.07 -0.07 -0.04
H 3.093 -0.875 -2.072 0.07 0.01 0.05
H 1.965 -1.991 -2.838 -0.07 -0.01 -0.05
H 4.144 -3.905 0.188 0.06 -0.07 -0.05
H 3.211 -3.439 1.616 -0.03 -0.02 0.08
H 4.261 -2.269 0.841 0.03 0.09 -0.01
H 3.240 0.188 -0.255 0.03 -0.05 -0.02
H 4.031 2.515 -0.172 0.02 0.01 -0.04
H 3.526 3.938 1.790 0.00 0.02 0.00
H 2.190 3.006 3.657 -0.01 0.03 0.04
H 1.350 0.686 3.542 -0.06 -0.10 0.10
C -1.343 -2.893 0.764 0.07 0.52 0.00
C -1.768 -4.131 1.363 -0.02 -0.06 -0.08
C -3.081 -4.582 1.220 0.04 -0.03 -0.02
C -3.486 -5.741 1.859 0.00 0.00 0.01
C -2.591 -6.453 2.645 0.00 0.00 0.00
C -1.283 -6.010 2.787 -0.02 -0.03 0.03
C -0.869 -4.854 2.151 -0.03 0.00 -0.04
H -3.771 -4.017 0.609 -0.03 0.04 -0.01
H -4.505 -6.089 1.747 -0.03 -0.01 0.00
H -2.914 -7.351 3.152 -0.01 -0.05 0.01
H -0.587 -6.563 3.402 0.02 -0.02 0.02
H 0.140 -4.485 2.267 0.07 0.03 0.02
```
Positions in Å, forces in eV/Å.

Computed properties:
* energy above the lowest of the compared OMol25 structures with the same formula, charge and spin: 39.9 kcal/mol
* LUMO level: -0.05 eV
* Kohn-Sham gap: 5.77 eV
* HOMO level: -5.8245 eV



Entry from OMol25: C40H46Br2FeN12O2S as an isolated structure (the ωB97M-V functional and the def2-TZVPD basis).

```
104
Properties=species:S:1:pos:R:3:forces:R:3
Fe 0.491 -0.424 0.191 -0.01 -0.04 0.06
S -1.498 -0.083 1.218 0.04 0.10 -0.08
C -1.567 1.654 1.031 0.07 -0.03 0.02
N -2.597 2.408 1.290 0.03 -0.08 -0.09
N -3.687 1.824 1.720 0.18 0.06 -0.09
C -4.878 2.543 1.922 -0.02 0.02 0.03
C -4.950 3.909 1.679 0.02 0.02 0.00
C -6.151 4.568 1.890 0.01 0.01 -0.01
C -7.272 3.881 2.334 0.00 -0.02 0.01
C -7.187 2.517 2.572 -0.01 0.01 0.00
C -5.994 1.844 2.368 0.02 -0.02 0.00
N -0.454 2.374 0.659 0.34 -0.05 0.05
N 0.599 1.750 0.373 -0.40 0.04 0.10
C 1.727 2.641 0.203 -0.12 -0.02 0.01
C 2.873 2.184 -0.427 0.00 -0.01 -0.04
C 3.960 3.028 -0.604 -0.01 -0.02 -0.01
C 3.914 4.330 -0.135 -0.02 0.03 0.03
C 2.774 4.781 0.521 0.03 0.01 -0.01
C 1.684 3.948 0.695 -0.04 -0.06 0.03
H -3.690 0.817 1.850 -0.03 -0.04 0.04
H -4.073 4.440 1.335 -0.01 -0.01 0.01
H -6.208 5.633 1.704 0.00 -0.01 0.00
H -8.204 4.406 2.497 0.01 0.00 0.00
H -8.054 1.970 2.920 0.00 0.01 0.00
H -5.926 0.779 2.557 0.00 0.01 0.00
H 2.921 1.176 -0.802 0.01 0.07 0.04
H 4.840 2.659 -1.115 -0.01 0.00 0.00
H 4.761 4.989 -0.271 -0.01 0.00 0.00
H 2.735 5.791 0.907 0.00 0.00 0.00
H 0.805 4.298 1.215 -0.02 -0.01 0.00
C -2.346 1.829 -3.897 -0.02 -0.03 -0.03
N -1.352 1.682 -2.846 -0.15 0.10 0.17
C -0.699 2.928 -2.471 0.06 -0.02 -0.01
C -1.222 0.537 -2.119 0.15 0.20 -0.15
N -0.027 0.104 -1.691 0.18 -0.11 -0.35
C 1.159 0.273 -2.484 -0.11 -0.13 0.16
C 1.331 1.002 -3.660 -0.01 -0.01 -0.10
C 2.547 1.003 -4.334 0.03 -0.03 0.04
C 3.626 0.277 -3.857 -0.07 0.01 0.01
C 3.465 -0.469 -2.699 -0.01 0.03 -0.07
C 2.250 -0.482 -2.031 0.03 -0.24 0.04
N 2.085 -1.257 -0.846 -0.06 0.49 -0.25
C 2.237 -2.580 -1.016 -0.02 -0.11 0.08
N 2.106 -3.186 -2.222 0.04 0.03 -0.05
C 1.135 -2.780 -3.221 -0.01 0.02 0.02
C 3.012 -4.239 -2.650 -0.02 0.01 -0.01
N 2.550 -3.399 0.004 0.10 0.03 -0.09
C 2.056 -4.771 0.038 -0.09 0.02 0.10
C 3.277 -2.954 1.180 0.01 -0.04 0.01
N -2.351 -0.156 -1.900 -0.09 -0.01 0.09
C -2.433 -1.603 -1.785 0.12 0.05 0.03
C -3.608 0.506 -1.579 -0.06 -0.01 -0.09
H -1.846 2.181 -4.803 0.00 0.00 0.00
H -3.116 2.559 -3.637 -0.01 -0.02 0.03
H -2.818 0.873 -4.108 0.00 0.00 -0.01
H -0.433 3.488 -3.369 0.01 -0.04 -0.02
H 0.208 2.743 -1.908 0.05 -0.02 0.01
H -1.374 3.541 -1.867 0.01 0.00 -0.01
H 0.525 1.561 -4.102 -0.07 0.02 0.05
H 2.639 1.588 -5.240 0.01 -0.01 0.00
H 4.575 0.289 -4.377 -0.01 0.00 0.01
H 4.283 -1.057 -2.297 0.01 0.00 0.00
H 0.375 -2.159 -2.761 0.01 0.00 0.02
H 0.654 -3.679 -3.613 -0.01 0.00 0.00
H 1.602 -2.238 -4.048 0.01 0.00 0.00
H 3.819 -4.358 -1.932 0.00 0.01 -0.01
H 3.443 -3.958 -3.614 0.00 0.00 0.00
H 2.495 -5.194 -2.768 0.01 0.00 0.00
H 1.263 -4.902 -0.693 0.01 0.00 0.00
H 1.634 -4.960 1.026 0.00 0.01 0.01
H 2.850 -5.499 -0.142 0.00 0.01 0.00
H 2.656 -2.356 1.835 -0.04 -0.01 0.06
H 4.178 -2.412 0.889 -0.05 0.05 0.00
H 3.582 -3.838 1.737 0.05 -0.01 -0.03
H -1.501 -2.069 -2.074 0.02 0.00 0.03
H -3.241 -1.945 -2.435 0.02 -0.03 -0.01
H -2.654 -1.900 -0.763 -0.03 -0.01 0.05
H -3.555 1.580 -1.719 0.08 0.02 0.03
H -3.851 0.313 -0.532 0.01 -0.08 -0.02
H -4.409 0.100 -2.199 -0.01 0.06 -0.03
Br 2.000 -2.565 4.968 0.02 0.04 -0.05
C 0.373 -2.985 4.073 -0.01 0.04 0.00
C -0.691 -3.453 4.830 0.02 0.00 0.01
C -1.835 -3.826 4.147 -0.01 0.01 0.00
C -1.857 -3.731 2.765 -0.04 0.02 -0.02
C -0.747 -3.210 2.120 0.06 0.07 -0.01
N 0.356 -2.825 2.768 0.02 -0.03 0.00
C -0.752 -3.145 0.607 -0.18 0.04 -0.09
O -1.385 -4.000 0.012 0.06 0.00 -0.01
O -0.082 -2.223 -0.013 0.03 -0.13 0.29
H -0.612 -3.528 5.904 0.01 -0.01 -0.01
H -2.692 -4.203 4.689 0.01 -0.01 -0.01
H -2.704 -4.052 2.177 0.00 -0.01 0.01
Br 0.993 1.459 5.614 -0.01 0.00 0.00
C 1.884 0.910 4.052 -0.01 -0.02 0.00
C 3.252 1.066 3.918 0.03 -0.01 0.01
C 3.836 0.620 2.747 -0.02 0.00 -0.01
C 3.040 0.065 1.761 0.06 0.09 -0.05
N 1.719 -0.080 1.894 -0.22 -0.11 0.02
C 1.152 0.331 3.035 -0.01 -0.06 0.09
H 3.838 1.519 4.706 0.00 0.00 0.00
H 4.900 0.717 2.582 0.00 0.01 0.00
H 3.457 -0.254 0.819 -0.01 -0.06 0.05
H 0.083 0.200 3.126 0.04 -0.01 0.00
```
Positions in Å, forces in eV/Å.

Computed properties:
* energy above the lowest of the compared OMol25 structures with the same formula, charge and spin: 0.0 kcal/mol
* LUMO level (alpha / beta): -3.29 / -3.29 eV
* Kohn-Sham gap (alpha / beta): 6.45 / 6.46 eV
* HOMO level (alpha / beta): -9.7405 / -9.7550 eV
* expectation value of S²: 0.81
* multiplicity: 2
* total charge: +1